Density functional theory data (wB97M-V/def2-TZVPD) for 12 unconnected molecules or ions with the total composition C38H62Cl10O21 at a distorted geometry.

```
131
Properties=species:S:1:pos:R:3:forces:R:3
C -1.789399 1.301802 0.371352 -0.4 -1.0 -0.1
C -0.494305 0.718317 -0.176859 0.0 2.1 -0.6
C 0.754714 1.461795 0.316853 -0.2 0.6 -0.9
O 1.648776 0.419049 0.608329 0.8 0.0 0.7
C 1.032366 -0.754744 0.567866 1.6 -3.5 0.8
O 1.586517 -1.827464 0.844543 -1.9 3.1 -0.8
O -0.244605 -0.615518 0.168309 -0.1 -1.0 0.6
H -1.897935 1.087472 1.434547 0.2 0.1 0.1
H -2.630836 0.821246 -0.127796 -0.1 0.0 0.0
H -1.908108 2.371435 0.198436 0.4 0.0 0.0
H -0.482186 0.785287 -1.264727 -0.3 -0.1 -0.1
H 0.571240 2.136816 1.152783 0.1 -0.3 0.3
H 1.206332 2.043403 -0.486805 -0.1 0.1 0.1
C 3.842716 10.063384 3.583783 0.9 -0.4 -0.3
C 4.547953 9.127008 2.594660 -1.2 0.1 0.6
C 3.547683 8.440862 1.682606 -1.0 -0.2 1.9
O 4.272426 8.235956 0.514250 -0.9 -1.7 -0.1
C 5.219270 9.132221 0.495090 3.3 1.8 -5.7
O 5.826784 9.372756 -0.583836 -1.6 -0.5 4.4
O 5.374203 9.748411 1.662630 1.0 1.4 -1.0
H 3.213141 9.418687 4.197061 0.0 0.2 0.2
H 3.222284 10.808017 3.085123 0.1 -0.1 -0.2
H 4.576802 10.583981 4.198763 -0.1 -0.1 0.1
H 5.213441 8.390581 3.045106 -0.4 -0.2 0.7
H 2.666588 9.033149 1.435683 0.0 0.3 0.2
H 3.211989 7.571237 2.247530 0.0 -0.6 -0.8
C 6.926375 3.840993 -3.138877 0.2 0.1 0.7
C 8.209153 3.738848 -2.309939 -1.1 -0.6 -1.2
C 8.800156 2.346475 -2.257862 -1.1 -1.0 1.2
O 10.173017 2.505287 -2.438407 1.3 1.0 -0.6
C 10.409169 3.781780 -2.892942 3.0 0.9 0.5
O 11.529795 4.271824 -3.092382 -3.9 -1.8 0.3
O 9.229856 4.428255 -2.960255 1.5 1.5 -0.7
H 6.617743 4.880700 -3.247752 0.0 0.0 0.1
H 6.169325 3.310358 -2.561462 -0.3 0.0 -0.3
H 7.013664 3.418477 -4.139853 0.2 -0.2 0.2
H 8.043923 4.144009 -1.311615 0.1 0.2 0.0
H 8.402084 1.636264 -2.982598 -0.1 0.2 -0.2
H 8.609814 1.952750 -1.259440 0.2 -0.4 0.0
C -0.749678 6.422932 8.803969 -0.6 -0.3 0.3
C -0.692546 5.285047 7.772964 -0.8 0.9 2.1
C -2.041998 4.519081 7.688161 1.2 0.0 0.2
O -2.265435 4.504475 6.288380 -1.0 -0.3 0.3
C -1.551393 5.479734 5.733016 -0.6 -0.6 -5.8
O -1.657250 5.763745 4.527253 0.2 -0.3 3.5
O -0.633202 5.915870 6.534377 1.5 1.2 -0.4
H -0.867525 6.000695 9.801939 0.2 0.1 0.1
H -1.650163 7.003725 8.604209 -0.2 -0.1 0.0
H 0.029591 7.184924 8.789419 0.5 -0.6 -0.1
H 0.143477 4.605774 7.939487 0.1 0.1 -0.3
H -2.846961 5.069676 8.174940 0.0 -0.3 0.2
H -1.897737 3.498406 8.042438 -0.5 0.1 0.1
C -3.185935 -2.353535 6.302899 0.5 0.6 0.5
C -3.894546 -3.270363 5.402951 -0.2 -0.1 -1.4
C -3.060015 -4.050018 4.369374 -0.2 1.5 1.7
O -3.508221 -5.365795 4.572304 -0.5 -1.8 -0.7
C -4.363381 -5.479792 5.654234 0.7 -2.7 1.0
O -4.811554 -6.491447 6.186611 1.2 2.3 -2.3
O -4.468341 -4.300655 6.182249 -1.3 1.7 1.2
H -3.918427 -2.147645 7.083400 0.4 0.5 0.3
H -2.911383 -1.449722 5.758981 -0.1 0.2 0.2
H -2.267501 -2.773459 6.713038 -0.1 -0.2 0.2
H -4.649443 -2.674469 4.889986 -0.6 -0.3 0.1
H -2.045883 -3.867006 4.724529 0.5 -0.8 -0.5
H -3.177078 -3.619987 3.374654 -0.1 -0.7 -0.2
C 2.947494 4.045222 -10.517294 -0.9 0.5 -0.6
C 2.528491 2.599518 -10.234478 2.0 1.3 -1.2
C 3.765029 1.731039 -9.878045 -1.3 -0.8 -0.3
O 3.432758 1.277494 -8.574263 -0.6 0.3 1.2
C 2.201576 1.760065 -8.171888 0.6 0.5 0.6
O 1.678823 1.575716 -7.112286 0.6 -0.3 -0.9
O 1.706578 2.594839 -9.115796 -0.5 -1.0 0.8
H 3.591955 4.528734 -9.783126 0.5 -0.7 0.0
H 2.102891 4.734183 -10.509413 -0.5 -0.3 -0.1
H 3.315848 4.124962 -11.540066 0.5 0.0 0.1
H 2.059568 2.137322 -11.103149 -0.5 0.3 0.1
H 4.725881 2.235659 -9.979226 -0.1 0.1 0.6
H 3.778031 0.820629 -10.477277 0.2 0.2 -0.3
C -8.391757 -4.242333 -0.021671 0.4 0.4 -0.4
C -8.619562 -5.729805 0.144463 -1.2 0.0 0.5
C -10.077441 -6.152989 0.512390 0.8 1.1 0.0
O -10.466162 -7.125845 -0.445668 0.9 -0.6 0.2
C -9.392058 -7.391241 -1.242772 -0.5 -0.2 -1.8
O -9.338233 -8.229540 -2.105162 -0.2 0.9 1.5
O -8.448285 -6.439385 -1.070576 1.0 -0.3 0.0
H -9.221440 -3.727726 -0.506345 0.0 -0.2 -0.1
H -7.492193 -4.072272 -0.613239 0.0 -0.2 -0.3
H -8.160590 -3.691227 0.889885 -0.3 -0.4 0.4
H -7.979509 -6.104193 0.943381 0.5 -0.3 -0.4
H -10.716314 -5.280476 0.375726 -0.3 -0.2 0.5
H -9.990160 -6.552155 1.522912 -1.0 -0.1 -0.1
Cl -4.535572 -2.004418 -7.942537 -0.7 0.7 -0.1
C -3.075425 -2.932656 -7.701778 0.3 -1.0 0.0
C -2.635601 -2.913683 -6.225909 -0.3 0.8 -0.9
Cl -3.907928 -3.775682 -5.319014 0.5 -0.3 0.4
H -2.374058 -2.624201 -8.477054 0.4 0.3 0.6
H -3.355815 -3.947257 -7.984725 0.2 -0.1 0.2
H -2.638410 -1.897560 -5.831456 0.0 0.0 -0.2
H -1.626822 -3.304606 -6.093068 -0.3 -0.5 0.1
Cl 0.244670 -7.345454 -2.538879 -0.1 0.3 0.0
C -0.949491 -6.889101 -1.310902 -1.5 -0.6 0.7
C -2.245656 -7.817954 -1.396421 1.4 2.0 -0.1
Cl -1.827599 -9.444429 -1.018323 0.2 -1.4 0.3
H -1.243215 -5.839721 -1.335999 0.0 0.0 -0.8
H -0.483169 -6.955788 -0.327949 0.1 -0.6 -0.1
H -2.646198 -7.785592 -2.409642 -0.1 0.1 0.2
H -2.971981 -7.484531 -0.655215 0.0 0.1 -0.2
Cl 5.554795 -8.897061 2.904524 -0.7 -0.2 0.9
C 5.224888 -8.755610 1.186994 1.3 -0.1 -0.9
C 4.974502 -10.072810 0.418832 0.2 0.5 1.0
Cl 6.111680 -11.398615 0.967445 -0.8 0.8 -0.6
H 6.183051 -8.331311 0.887009 -0.2 0.0 -0.7
H 4.454921 -8.015119 0.970375 -0.2 -0.2 0.2
H 5.148511 -9.859091 -0.635753 0.0 -0.3 0.1
H 3.940189 -10.377452 0.578505 0.2 -0.4 0.0
Cl -8.174820 1.870566 -2.991200 -0.6 0.1 0.2
C -9.840419 2.498900 -2.690295 0.1 0.1 0.4
C -10.137939 3.702356 -3.525544 -0.1 0.8 -1.0
Cl -9.074224 5.133510 -3.194879 -0.3 -0.6 0.0
H -9.959651 2.759594 -1.638665 0.4 -0.2 0.0
H -10.553130 1.703769 -2.909204 0.1 0.0 -0.2
H -11.155410 4.077034 -3.413836 0.0 -0.2 0.5
H -10.065816 3.487356 -4.591688 0.4 0.0 0.1
Cl 7.950664 -2.173695 7.299538 -0.5 -0.2 0.2
C 6.507347 -2.759236 6.374644 0.4 0.9 0.8
C 6.943327 -3.245748 5.050074 0.2 -1.0 -0.8
Cl 8.032020 -2.138575 4.147898 -0.6 -0.3 0.1
H 5.807890 -1.925125 6.318928 0.1 -0.1 0.0
H 6.072521 -3.592555 6.926552 0.0 0.2 0.0
H 6.061212 -3.493632 4.459722 0.0 0.4 -0.3
H 7.445544 -4.202365 5.194216 0.4 0.2 -0.2
```
Forces are in eV/Å.

The value obtained for the orbital gap is 10.257 eV. Its SMILES is C[C@H]1COC(=O)O1.C[C@H]1COC(=O)O1.C[C@H]1COC(=O)O1.C[C@H]1COC(=O)O1.C[C@H]1COC(=O)O1.C[C@H]1COC(=O)O1.C[C@H]1COC(=O)O1.ClCCCl.ClCCCl.ClCCCl.ClCCCl.ClCCCl. As for the charge: 0. The value obtained for the energy above the lowest of the compared OMol25 structures with the same formula, charge and spin is 350.1 kJ/mol.

Atomic partial charges in e from the Mulliken method, atoms 1 to 5: -1.4311, 0.5408, -0.3937, -0.3165, 0.6608

Density functional theory data (wB97M-V/def2-TZVPD) for a molecular structure, C23H43N2O2P3V at a distorted geometry.

```
74
Properties=species:S:1:pos:R:3:forces:R:3
V 0.813670 -1.112757 0.384622 -0.9 2.0 -1.5
P 2.682509 -1.667680 1.503445 2.3 -0.5 1.1
P 1.461741 4.039591 -1.780262 -1.5 -1.7 -0.1
P -0.569792 -2.986315 0.178738 -2.2 -2.5 -0.3
H 1.567232 1.057322 0.414041 0.1 -0.5 -0.8
C 0.943071 0.638576 -0.417165 -0.2 0.3 -2.3
C 1.558059 -0.286445 -1.384951 0.8 0.7 0.9
H 2.435435 0.206482 -1.838505 0.4 -1.3 0.6
C 4.097366 -2.032333 0.422325 0.0 0.0 -0.1
C 3.105338 -0.231730 2.547612 0.0 0.0 0.1
C 2.472761 -3.104677 2.597564 -0.1 0.0 0.2
C 1.721913 5.521055 -2.815332 0.6 0.3 -0.1
C -0.036744 4.164259 -0.755260 -0.3 0.5 -0.4
C 2.472129 3.401002 -0.392900 1.4 -0.2 0.1
C -2.334762 -2.568240 -0.128757 0.2 0.4 -0.1
C -0.714167 -3.820168 1.807922 0.3 0.2 0.3
C -0.228850 -4.387339 -0.964209 0.4 0.6 0.0
H 0.191485 1.373735 -0.748143 0.0 -0.7 0.6
H 1.048580 -0.915584 -2.143375 -0.2 1.1 0.5
H 4.970050 -2.308342 1.030210 -0.2 0.0 -0.2
H 4.339331 -1.161978 -0.204586 -0.1 -0.3 0.3
H 3.821196 -2.867389 -0.239609 0.2 0.2 0.2
H 3.917938 -0.517167 3.230054 -0.2 0.2 -0.1
H 2.222913 0.069234 3.134877 0.4 -0.1 -0.1
H 3.413572 0.622130 1.923707 0.0 -0.4 0.2
H 3.368066 -3.232832 3.220043 -0.2 0.0 -0.1
H 2.314523 -4.009360 1.990826 0.2 0.3 0.2
H 1.596089 -2.970805 3.249524 0.3 0.0 -0.1
H 2.278129 6.333291 -2.314040 -0.4 -0.4 -0.1
H 0.741904 5.901039 -3.160028 0.3 -0.3 0.5
H 2.269509 5.257300 -3.740387 -0.1 -0.1 0.6
H 0.134376 4.915999 0.023469 -0.2 0.0 -0.2
H -0.200989 3.196226 -0.265915 0.0 0.4 -0.2
H -0.904683 4.404447 -1.365685 -0.1 0.2 0.1
H 3.160842 2.612414 -0.757201 -0.1 0.6 0.2
H 1.796812 2.914157 0.338176 0.3 0.7 -0.7
H 3.043554 4.155974 0.166841 -0.1 -0.1 -0.4
H -2.952630 -3.468804 -0.044056 0.2 0.1 -0.1
H -2.473321 -2.114727 -1.120954 0.0 -0.1 0.3
H -2.655496 -1.853732 0.638457 0.0 -0.1 -0.2
H -1.517878 -4.568631 1.765097 0.2 0.2 -0.1
H -0.946911 -3.102768 2.610224 0.0 -0.3 -0.2
H 0.231836 -4.316790 2.059167 -0.4 0.0 -0.1
H -0.878222 -5.242692 -0.758122 0.0 0.2 0.1
H 0.817182 -4.680480 -0.832148 -0.1 -0.1 -0.1
H -0.373173 -4.049147 -1.996409 0.1 -0.1 0.1
C -0.735608 1.233765 -3.812000 0.8 0.4 -0.1
C -1.226702 -0.098096 -3.408031 0.5 -0.5 0.9
C -2.490402 -0.593078 -3.698023 0.8 0.3 0.2
C -3.395405 0.160692 -4.472467 0.7 0.1 0.2
C -2.940446 1.410094 -4.905658 0.1 0.9 -0.5
C -1.675759 1.922798 -4.609930 -1.4 0.5 -0.7
O 0.388895 1.865935 -3.596624 -2.2 -2.8 -0.1
H 1.132051 2.860040 -2.697472 0.7 1.6 1.2
H -0.590892 -0.774918 -2.828570 -0.2 0.5 -0.3
H -2.763266 -1.587957 -3.331064 0.1 0.4 -0.3
H -4.373321 -0.247320 -4.727321 0.2 0.3 0.0
H -3.595076 2.019554 -5.523926 0.1 -0.1 0.1
H -1.345442 2.899994 -4.979098 -0.4 -0.4 0.0
N -2.761181 -0.356873 5.666258 1.0 0.4 -1.3
C -1.916448 -0.864304 4.689304 -0.7 -1.0 2.8
O -1.310205 -1.923252 4.860293 -0.3 1.2 -0.9
C -1.842211 -0.122400 3.415163 0.2 0.2 -1.2
C -2.825309 0.742424 2.903116 0.7 -0.2 0.2
C -2.701298 1.211031 1.595748 0.5 -0.3 -0.6
C -1.641819 0.758044 0.791715 -0.3 -0.4 1.5
N -0.627778 0.009859 1.340530 -1.6 -0.3 0.3
C -0.736010 -0.418338 2.615050 -0.2 0.6 -0.2
H -2.647416 -0.764454 6.580601 -0.1 -0.2 0.1
H -2.925188 0.647725 5.670785 -0.1 -0.4 0.1
H -3.675201 1.018291 3.520378 0.0 0.0 -0.2
H -3.437006 1.882535 1.151179 0.1 -0.3 0.2
H -1.671901 0.917258 -0.285690 0.3 0.1 0.4
H 0.108826 -1.014386 3.006794 -0.7 0.2 -0.1
```
Forces are in eV/Å.

The multiplicity is 3. The value obtained for the orbital gap (alpha / beta) is 6.859 / 7.333 eV. As for the charge: +3. The expectation value of S² is 2.1021. The value obtained for the energy above the lowest of the compared OMol25 structures with the same formula, charge and spin is 133.2 kJ/mol.

Atomic partial charges in e from the Mulliken method, atoms 1 to 5: -0.9847, 1.2790, 0.6627, 1.0981, -0.1780

Density functional theory data (wB97M-V/def2-TZVPD) for 2 unconnected molecules or ions with the total composition C2HIN2O2 at a distorted geometry.

```
8
Properties=species:S:1:pos:R:3:forces:R:3
C 1.400650 -0.264944 1.474499 -1.0 0.7 -1.6
C -0.053717 0.615095 -0.403405 3.6 2.5 3.0
N 2.301764 -0.398793 2.191476 -0.3 0.0 -0.1
N 0.937271 0.292264 -1.380414 2.0 -0.1 -3.1
O 1.259850 -0.862092 -1.512439 -0.6 -0.3 0.3
O 1.403856 1.202987 -2.089872 -1.0 -0.8 1.3
I 0.097132 2.588205 0.179235 -0.9 -0.5 -0.2
H -0.708245 -0.105911 -0.071348 -1.7 -1.5 0.2
```
Forces are in eV/Å.

The value obtained for the orbital gap (alpha / beta) is 6.645 / 6.662 eV. As for the charge: 0. The value obtained for the energy above the lowest of the compared OMol25 structures with the same formula, charge and spin is 577.6 kJ/mol.

Atomic partial charges in e from the Mulliken method, atoms 1 to 5: 0.0104, -0.4980, -0.3439, 0.8201, -0.4471

Density functional theory data (wB97M-V/def2-TZVPD) for 2 unconnected molecules or ions with the total composition C3H3OS2 at a distorted geometry.

```
9
Properties=species:S:1:pos:R:3:forces:R:3
C 0.005817 0.019459 0.392543 -0.3 -0.6 1.9
C -0.374113 0.801889 -0.657950 0.7 -0.3 -0.4
C -3.743253 -0.049320 0.446208 0.0 -0.6 -0.5
O -3.815686 0.456802 1.470099 0.1 0.4 0.4
S -3.731507 -0.847480 -0.904014 0.1 0.2 0.1
S -0.955429 2.408559 -0.654982 -0.5 0.9 0.6
H 0.373471 -1.071288 0.418975 -0.6 1.8 -0.7
H -0.166648 0.413791 1.493732 0.3 -0.5 -2.4
H -0.284334 0.595512 -1.749555 0.3 -1.2 1.0
```
Forces are in eV/Å.

The value obtained for the orbital gap is 5.483 eV. As for the charge: -1. The value obtained for the energy above the lowest of the compared OMol25 structures with the same formula, charge and spin is 104.1 kJ/mol.

Atomic partial charges in e from the Mulliken method, atoms 1 to 5: -0.6169, -0.3786, 0.5764, -0.3018, -0.3112